Below is a 2-piece molecular cluster, C3H7O3 overall, with properties calculated with ωB97M-V/def2-TZVPD.

As for the energy above the lowest of the compared OMol25 structures with the same formula, charge and spin: 79.1 kJ/mol. Its total energy is -344.2801 hartree. Its orbital gap is 8.67 eV.

```
! RIJCOSX wB97M-V def2-TZVPD def2/J DEFGRID3
* xyz -1 1
O -1.728 -3.136 2.093
C -0.912 -2.219 2.138
O -0.223 -1.715 1.207
H -0.782 -1.690 3.112
H -0.129 -0.977 -0.049
C -0.199 0.850 -0.938
O -0.071 -0.514 -0.956
C 1.142 1.593 -1.150
H -0.640 1.254 -0.014
H -0.825 1.144 -1.804
H 0.931 2.653 -1.364
H 1.665 1.210 -2.005
H 1.769 1.548 -0.271
*
```